{"formula": "C2H2N2S", "method": "ωB97M-V/def2-TZVPD", "fmax_ev_per_a": 2.1, "lumo_energy_ha": 0.01175, "e_homo_ev": -9.8292, "de_lowest_kj_mol": 34.1, "mol_weight_g_mol": 86.12, "gap_ev": 10.15, "species": ["N", "N", "S", "C", "C", "H", "H"], "xyz": [[0.7745, 1.2304, -0.0456], [-0.9653, -0.1288, 1.1275], [-0.0882, 1.2890, 1.3745], [0.4523, 0.1572, -0.6839], [-0.4489, -0.7202, 0.0949], [0.8450, -0.0727, -1.6908], [-0.5693, -1.7550, -0.1767]], "forces_ev_per_a": [[-0.22, 0.84, 0.52], [1.30, -0.03, 1.01], [-0.67, -0.81, -1.38], [-0.18, -1.50, 0.45], [0.67, 1.45, -1.41], [-0.09, 0.16, 0.79], [-0.82, -0.11, 0.02]]}